The following is a DFT calculation (ωB97M-V/def2-TZVPD) of 2 unconnected molecules or ions with the total composition C3HBrCl2 in a non-equilibrium geometry.

XYZ file:
```
7
Properties=species:S:1:pos:R:3:mulliken_charge:R:1
C -0.79 0.21 0.45 -0.62
C -1.81 -0.29 0.14 0.34
C 1.52 0.29 -0.15 -0.04
Cl -3.48 -0.53 0.24 -0.15
Cl 1.28 0.41 -1.80 0.02
Br 1.82 -1.38 0.62 0.08
H 1.47 1.29 0.50 0.37
```

Its total energy is -98207.804 eV. The value obtained for the gap between HOMO and LUMO (alpha / beta) is 7.485 / 7.489 eV. For the max |F|, the calculation gives 0.1173 Eh/bohr. Its energy above the lowest of the compared OMol25 structures with the same formula, charge and spin is 101.6 kcal/mol. The net charge is 0. The calculation puts the LUMO energy (alpha / beta) at -1.6658 / -1.6637 eV.